[1]
59
Properties=species:S:1:pos:R:3:forces:R:3:lowdin_charge:R:1 method="wB97M-V/def2-TZVPD" homo_energy_ev=-8.99 energy_ev=-39903.1924 mol_weight_g_mol=423.47 largest_force_ev_per_a=6.7
H -3.12668 -0.41391 1.68718 0.887 -0.234 -0.723 0.05
N -2.15700 -0.55078 1.31874 1.289 3.475 -1.135 0.10
C -1.77174 0.61598 0.78673 -1.788 -2.247 1.384 -0.43
N -2.80515 1.70704 0.82961 2.772 -0.303 -0.657 0.07
N -0.44342 0.81062 0.15839 -1.894 -0.032 1.470 -0.03
C 0.49316 1.55891 1.06645 0.990 0.145 -0.307 -0.23
C 1.97207 1.38101 0.43859 -0.390 0.695 0.313 -0.20
C 3.09257 2.32186 1.11515 0.207 -0.411 -0.228 -0.20
C 4.34176 2.35741 0.06969 -0.723 1.133 -0.249 -0.18
C 5.60353 3.19986 0.60273 0.543 0.258 -1.347 -0.24
C 6.47151 3.66929 -0.68907 1.529 0.097 -3.260 -0.16
N 7.08145 3.88283 -1.71696 -3.342 -1.029 5.748 0.12
C 6.61638 2.38252 1.56145 0.208 -0.877 -0.956 -0.21
C 5.97086 1.06863 2.22968 -1.441 -1.851 2.734 -0.18
N 5.50806 0.17528 2.90421 2.421 4.716 -3.814 0.13
C 7.96350 1.87076 0.80889 0.374 -3.360 0.432 -0.14
C 8.23767 0.44314 0.73317 -0.166 2.288 0.151 -0.01
H -2.53724 2.47067 0.17601 -0.286 -0.559 0.840 0.08
H -2.89596 2.05694 1.79529 0.087 -0.160 -0.813 0.08
H -0.06092 -0.11044 -0.11036 -0.419 0.621 0.533 0.11
H 0.45636 1.16817 2.15957 0.075 0.659 -1.728 0.13
H 0.21639 2.67262 1.03012 0.353 -1.625 0.205 0.12
H 2.29393 0.28001 0.56938 -0.453 1.713 -0.428 0.13
H 1.88992 1.67512 -0.68242 0.143 -0.741 1.827 0.13
H 2.72445 3.40499 1.32066 0.499 -1.801 -0.622 0.12
H 3.37153 1.88767 2.13890 -0.204 0.563 -1.532 0.10
H 3.93633 2.93265 -0.85610 0.743 -1.015 1.497 0.13
H 4.64607 1.32230 -0.31244 -0.329 1.391 0.814 0.13
H 5.25985 4.16442 1.11627 0.394 -1.452 -0.753 0.14
H 6.91650 3.11075 2.41491 -0.291 -1.629 -1.323 0.16
H 8.75293 2.56492 0.36031 -1.013 -0.569 1.888 0.11
H 7.50375 -0.30161 0.26933 0.447 1.009 1.997 0.08
H 9.22863 -0.00948 1.13189 -1.172 1.132 -2.014 0.08
C -6.46800 -0.46114 -2.39204 -0.423 0.256 0.169 -0.02
C -5.54754 0.45710 -3.16707 -0.668 -0.913 0.215 -0.34
C -4.09670 0.09904 -3.04127 0.398 -0.665 -0.059 -0.11
O -3.45267 1.35586 -3.21802 -0.394 0.772 0.129 0.06
C -4.34067 2.30959 -2.82101 0.270 0.871 0.152 -0.54
O -4.06560 3.46602 -2.65516 -0.217 -0.956 -0.097 0.14
O -5.58306 1.77763 -2.63364 0.741 0.478 -0.164 0.08
H -6.28773 -0.38211 -1.31611 0.203 -0.049 -0.153 0.09
H -7.51096 -0.17509 -2.55498 0.090 -0.086 -0.067 0.08
H -6.34101 -1.50195 -2.69843 0.064 0.109 -0.025 0.09
H -5.85875 0.50576 -4.21685 0.086 0.041 0.023 0.16
H -3.77633 -0.60904 -3.80815 0.105 0.191 0.061 0.14
H -3.82657 -0.29584 -2.05813 -0.193 0.013 -0.105 0.11
C -2.35643 -6.37974 0.75192 0.228 -0.120 -0.425 -0.02
C -2.38673 -4.87207 0.88543 0.287 -1.135 0.278 -0.35
C -3.60325 -4.35565 1.59418 -0.214 0.048 0.702 -0.11
O -3.76267 -3.06045 1.03057 0.138 -0.028 -0.803 0.04
C -3.20593 -3.10467 -0.21421 -0.029 0.802 -0.473 -0.54
O -3.32932 -2.24684 -1.04256 0.004 -0.857 0.612 0.13
O -2.49283 -4.25345 -0.39207 -0.406 0.816 0.008 0.09
H -3.17695 -6.73572 0.12202 -0.036 0.135 0.163 0.09
H -1.43024 -6.69680 0.26499 -0.059 0.013 0.142 0.09
H -2.42019 -6.86649 1.72788 0.023 0.112 -0.037 0.09
H -1.46574 -4.51633 1.36016 -0.125 0.082 0.010 0.16
H -3.45699 -4.28979 2.67419 -0.058 0.174 -0.138 0.14
H -4.50823 -4.93805 1.39240 0.136 -0.103 -0.066 0.14


[2]
61
Properties=species:S:1:pos:R:3:forces:R:3:lowdin_charge:R:1 method="wB97M-V/def2-TZVPD" charge=+3 homo_energy_ev="-17.50 / -17.50" energy_ev=-56576.2803 spin_multiplicity=7 mol_weight_g_mol=566.58 largest_force_ev_per_a=2.1 s_squared=12.1118
Gd -1.40610 -0.38517 -0.63209 0.522 0.267 -0.178 1.87
C -0.26120 -4.18228 0.40146 -0.099 -0.024 -0.003 -0.01
C 0.46804 -2.96550 0.83727 0.228 0.073 0.305 -0.30
C 1.44521 -2.87705 1.83745 -0.314 0.169 -0.354 0.05
C 1.91938 -1.59127 1.75764 -0.322 -0.341 -0.039 -0.02
N 1.26592 -0.93547 0.77518 0.468 0.039 0.164 0.00
N 0.33677 -1.77828 0.22108 -0.153 0.113 -0.016 -0.08
B 1.69551 0.43953 0.16730 -1.667 -0.059 -0.283 -0.64
N 0.73322 1.54294 0.68976 0.396 0.110 0.334 0.00
C 0.98660 2.59147 1.49156 -0.508 0.348 0.023 -0.02
C -0.02927 3.51129 1.36365 -0.272 -0.380 -0.332 0.04
C -0.90587 2.95945 0.41867 0.295 0.199 0.354 -0.31
C -2.06348 3.62657 -0.23130 -0.141 -0.024 0.032 -0.01
N -0.46619 1.74692 0.04366 -0.007 -0.457 -0.074 -0.07
N 1.57717 0.44693 -1.37480 0.369 -0.222 0.316 0.01
C 2.44759 0.99155 -2.24499 -0.366 -0.072 -0.454 -0.03
C 1.96599 0.82695 -3.52333 -0.291 -0.175 0.341 0.05
C 0.73811 0.16360 -3.37222 0.528 0.336 0.132 -0.31
C -0.17510 -0.28726 -4.45123 -0.214 -0.162 -0.020 0.00
N 0.49872 -0.04809 -2.06935 -0.180 -0.056 0.059 -0.07
N 3.13334 0.66465 0.64497 -0.020 1.009 1.591 0.07
C 4.31725 0.18593 0.10733 1.760 -0.384 0.297 0.04
C 5.30626 0.39657 1.01800 -0.459 -0.054 -0.461 0.09
C 4.66015 1.03785 2.12531 1.611 -0.531 -0.392 -0.20
C 5.21325 1.48735 3.38923 0.085 0.152 0.213 0.05
N 3.34314 1.15420 1.84074 -2.011 -0.076 -0.735 0.17
H 0.45161 -5.00439 0.33479 -0.061 -0.015 -0.103 0.11
H -0.70458 -4.03355 -0.58555 0.026 -0.157 0.087 0.08
H -1.01099 -4.49181 1.12998 -0.094 0.007 -0.038 0.10
H 1.74956 -3.65124 2.51195 0.136 -0.161 0.095 0.13
H 2.66610 -1.12270 2.36478 0.177 0.106 0.028 0.13
H 1.86330 2.61946 2.10593 -0.054 0.112 -0.020 0.11
H -0.13754 4.44746 1.87444 0.067 0.205 0.005 0.13
H -1.77268 4.64527 -0.48714 -0.040 -0.026 -0.079 0.11
H -2.92058 3.71697 0.43666 -0.074 -0.059 -0.031 0.10
H -2.33492 3.11429 -1.15809 -0.031 0.166 0.078 0.07
H 3.34526 1.48135 -1.92249 0.158 0.107 0.072 0.13
H 2.42496 1.14125 -4.43751 0.101 0.049 -0.208 0.13
H 0.21563 0.02593 -5.41730 -0.112 0.018 0.020 0.10
H -1.18212 0.12458 -4.34034 0.036 0.039 -0.061 0.09
H -0.24930 -1.37661 -4.46585 0.015 0.012 -0.016 0.10
H 4.35626 -0.27659 -0.85867 -0.036 -0.136 -0.181 0.15
H 6.34591 0.15654 0.93159 0.248 -0.055 -0.058 0.14
H 6.30192 1.45814 3.40778 -0.120 0.025 -0.044 0.12
H 4.83753 0.85259 4.20831 -0.033 -0.100 -0.072 0.14
H 4.83408 2.48090 3.65809 0.037 0.010 -0.104 0.13
N -2.99219 -2.33372 0.02301 0.064 -0.229 0.008 -0.10
C -4.47230 -2.34079 -0.20768 -0.402 0.173 0.128 -0.22
C -5.16857 -1.14021 0.42339 0.139 -0.013 -0.440 -0.18
C -5.01876 0.13821 -0.39298 -0.243 -0.298 0.157 -0.22
N -3.67853 0.78473 -0.21604 -0.054 0.260 -0.037 -0.10
H -2.65752 -3.19160 -0.43396 0.094 0.278 0.361 0.08
H -2.87542 -2.50553 1.03200 0.160 -0.024 -0.404 0.10
H -4.90359 -3.26021 0.20207 0.170 0.074 -0.122 0.14
H -4.64964 -2.33802 -1.28704 0.029 -0.094 0.097 0.13
H -4.82803 -0.98928 1.45236 -0.061 -0.003 0.070 0.12
H -6.23376 -1.37005 0.47752 0.028 0.006 0.060 0.14
H -5.80569 0.84179 -0.10119 0.185 -0.018 -0.134 0.14
H -5.14315 -0.09269 -1.45535 -0.048 0.119 0.100 0.13
H -3.66849 1.13237 0.75373 0.151 -0.003 -0.385 0.11
H -3.72817 1.63378 -0.79214 0.203 -0.171 0.351 0.07


[3]
60
Properties=species:S:1:pos:R:3:forces:R:3:lowdin_charge:R:1 method="wB97M-V/def2-TZVPD" charge=-1 homo_energy_ev="-4.93 / -4.93" energy_ev=-101329.9673 spin_multiplicity=2 mol_weight_g_mol=721.29 largest_force_ev_per_a=1.1 s_squared=0.7578
Ba 1.26915 -0.11862 0.23909 0.690 0.004 0.703 1.66
C -2.92190 0.31497 0.25792 0.100 -0.020 0.004 -0.03
C -2.03726 0.48379 -0.97783 -0.432 0.058 -0.083 -0.73
C -2.90458 0.42274 -2.24007 0.173 -0.093 0.025 -0.07
C -1.33842 1.84440 -0.92185 0.129 0.134 -0.042 -0.05
O -1.10482 -0.58118 -0.95429 0.392 0.136 0.273 -0.50
Ge -0.19400 -1.41240 -2.41162 -0.420 -0.441 -0.905 0.91
O 1.19923 -0.11942 -2.45425 -0.152 0.226 0.213 -0.52
C 1.93470 0.34257 -3.57896 0.059 -0.035 0.022 -0.72
C 1.50544 -0.34731 -4.87314 -0.004 -0.001 0.076 -0.08
C 3.41199 0.05457 -3.31306 -0.089 0.009 0.003 -0.03
C 1.70190 1.84767 -3.69977 0.006 -0.058 0.022 -0.04
O 0.85288 -2.39232 -1.20531 -0.023 0.218 0.102 -0.49
C 0.53812 -3.63654 -0.59140 -0.031 -0.060 0.078 -0.72
C 0.21182 -3.37603 0.88211 0.029 0.000 -0.102 -0.05
C 1.78628 -4.50638 -0.69645 -0.011 0.022 -0.011 -0.03
C -0.64802 -4.31937 -1.27114 0.058 0.080 0.027 -0.07
H -3.65255 1.12281 0.33973 0.005 0.007 -0.017 0.09
H -2.30041 0.31559 1.15700 -0.032 -0.012 0.008 0.08
H -3.45060 -0.63817 0.20426 -0.003 -0.001 0.016 0.09
H -3.69557 1.17358 -2.20557 -0.001 0.021 0.015 0.08
H -3.35690 -0.56660 -2.33079 -0.006 0.016 -0.018 0.08
H -2.29325 0.60104 -3.12839 -0.051 -0.004 -0.025 0.07
H -2.06466 2.65255 -1.03517 -0.034 -0.028 0.039 0.09
H -0.61617 1.94443 -1.73648 0.020 -0.080 0.026 0.07
H -0.82907 2.02689 0.03215 -0.018 -0.083 -0.021 0.06
H 1.66576 -1.42485 -4.80210 -0.020 0.001 -0.028 0.08
H 2.09251 0.03712 -5.70986 0.001 -0.002 -0.002 0.08
H 0.44778 -0.17058 -5.07617 0.005 -0.016 -0.023 0.07
H 3.55757 -1.01795 -3.17838 0.030 0.007 0.011 0.09
H 3.73983 0.55657 -2.40033 0.023 -0.017 0.002 0.08
H 4.03468 0.40081 -4.14142 0.015 -0.007 0.008 0.08
H 0.64426 2.04584 -3.88638 0.005 0.026 0.003 0.08
H 2.28836 2.27527 -4.51599 0.000 0.006 0.001 0.08
H 1.99135 2.34100 -2.76944 -0.017 0.032 -0.016 0.08
H 1.09393 -2.97651 1.39337 -0.035 0.025 0.028 0.06
H -0.06935 -4.29872 1.39412 0.003 0.005 0.008 0.09
H -0.62215 -2.67280 0.95902 0.011 0.005 0.037 0.08
H 2.63008 -3.98562 -0.24022 0.012 -0.021 -0.011 0.06
H 2.01830 -4.69561 -1.74654 0.008 -0.003 0.008 0.08
H 1.64020 -5.46284 -0.18829 0.009 0.000 0.001 0.08
H -1.54837 -3.70786 -1.16989 -0.021 -0.036 -0.019 0.07
H -0.83276 -5.29108 -0.80894 -0.023 -0.003 -0.003 0.08
H -0.44640 -4.46925 -2.33350 -0.015 -0.006 0.005 0.07
O -0.02778 1.98972 8.02231 0.021 -0.028 0.029 0.17
C -1.11866 2.29538 7.62496 -0.066 0.071 -0.231 -0.56
O -2.29054 2.42275 7.87297 0.033 -0.003 0.056 0.15
C -0.92581 2.79032 5.92847 0.025 -0.085 0.162 -0.05
C -1.44272 4.00706 5.57293 -0.106 0.153 0.022 -0.02
C -1.26357 4.35520 4.23710 0.105 -0.171 -0.021 -0.12
N -0.63560 3.58417 3.35601 0.000 0.071 0.013 0.14
C -0.16376 2.41187 3.75772 -0.005 -0.048 0.043 -0.16
C -0.28923 1.94362 5.07401 0.014 -0.055 0.002 0.05
C 0.53544 1.51826 2.73240 -0.009 0.128 -0.203 -0.71
O 0.27864 0.29071 2.81074 0.002 0.183 -0.134 -0.16
O 1.26164 2.08866 1.88749 -0.256 -0.222 -0.022 -0.16
H -1.97927 4.64290 6.26147 0.009 -0.005 -0.008 0.12
H -1.65685 5.29548 3.86662 -0.016 0.014 0.015 0.11
H 0.10951 0.97863 5.35036 0.011 0.008 -0.026 0.14
I 4.27967 -1.23093 1.37866 -0.110 -0.022 -0.131 -0.46